{
  "formula": "C2H3N2O",
  "method": "the ωB97M-V functional and the def2-TZVPD basis",
  "elements": ["C", "C", "N", "N", "O", "H", "H", "H"],
  "coordinates": [[-1.65788, -1.63508, 1.25991], [-0.20320, 0.03114, 0.02635], [-1.80177, -2.44789, 2.05828], [-1.62919, -0.19145, -0.27979], [-1.97271, -0.76401, -1.36790], [0.23795, 0.72489, -0.75973], [0.08648, 0.33976, 1.05149], [0.48410, -0.89642, -0.25958]],
  "forces_ev_per_angstrom": [[0.0, 1.1, -0.9], [3.4, -1.9, -2.8], [-0.2, -1.3, 1.3], [-1.9, -0.5, -0.8], [2.1, 1.3, 2.1], [-1.0, 0.0, 0.9], [-1.0, -0.1, -0.7], [-1.4, 1.4, 0.8]],
  "relative_energy_kcal_mol": 64.0,
  "e_homo_ev": [-3.58, -3.58],
  "fmax_ev_per_a": 4.77,
  "total_charge": -1,
  "lumo_energy_ev": [4.44, 4.44],
  "orbital_gap_ev": [8.0, 8.0]
}